<1>
The following is a DFT calculation (wB97M-V/def2-TZVPD) of a cluster of 6 separate species, C6H24N12O6 in total.

* structure (SMILES): NC(N)=O.NC(N)=O.NC(N)=O.NC(N)=O.NC(N)=O.NC(N)=O
* net charge: 0
* HOMO: -8.4568 eV

Each line ends with the natural charge from an NBO analysis.
Atoms and positions in Å:
C  1.081  -3.717  -3.200  0.77
O  0.221  -4.160  -2.444  -0.69
N  2.180  -3.166  -2.786  -0.82
N  1.046  -3.891  -4.534  -0.84
H  2.426  -3.501  -1.864  0.41
H  2.951  -3.139  -3.434  0.39
H  1.513  -3.202  -5.101  0.38
H  0.301  -4.390  -4.991  0.41
C  -0.976  1.380  -4.065  0.76
O  -1.096  0.166  -3.802  -0.66
N  -1.858  2.001  -4.830  -0.81
N  0.045  2.148  -3.603  -0.90
H  -1.717  2.912  -5.235  0.40
H  -2.604  1.439  -5.210  0.41
H  -0.251  3.077  -3.349  0.40
H  1.000  1.846  -3.698  0.43
C  0.737  0.750  -0.159  0.78
O  1.059  0.399  0.960  -0.68
N  0.356  1.987  -0.501  -0.86
N  0.748  -0.046  -1.268  -0.88
H  0.053  2.185  -1.442  0.39
H  0.367  2.668  0.244  0.42
H  0.336  0.181  -2.158  0.41
H  1.079  -0.979  -1.085  0.39
C  -1.545  -2.640  0.409  0.76
O  -2.173  -2.380  1.415  -0.69
N  -0.931  -3.779  0.105  -0.85
N  -1.543  -1.658  -0.524  -0.84
H  -0.579  -4.414  0.800  0.40
H  -0.503  -3.826  -0.813  0.42
H  -0.729  -1.635  -1.113  0.37
H  -2.020  -0.784  -0.391  0.41
C  -0.494  -0.727  4.783  0.76
O  -0.865  -0.495  5.968  -0.73
N  -0.011  0.301  4.085  -0.83
N  -0.420  -1.871  4.113  -0.82
H  0.262  0.157  3.123  0.41
H  -0.095  1.192  4.534  0.39
H  -0.099  -1.837  3.161  0.40
H  -0.768  -2.703  4.556  0.41
C  0.344  3.916  3.732  0.77
O  -0.055  3.261  2.793  -0.66
N  0.784  3.427  4.919  -0.84
N  0.284  5.258  3.718  -0.85
H  0.734  4.230  5.526  0.37
H  0.907  2.511  5.310  0.43
H  0.716  5.860  4.398  0.38
H  -0.197  5.691  2.948  0.41



<2>
The following is a DFT calculation (wB97M-V/def2-TZVPD) of a cluster of 6 separate species, C6H24N12O6 in total.

* structure (SMILES): NC(N)=O.NC(N)=O.NC(N)=O.NC(N)=O.NC(N)=O.NC(N)=O
* net charge: 0
* HOMO: -9.0764 eV

Each line ends with the natural charge from an NBO analysis.
Atoms and positions in Å:
C  3.433  -3.824  -0.989  0.77
O  3.547  -4.266  -2.124  -0.67
N  2.429  -2.978  -0.640  -0.86
N  4.406  -4.047  -0.047  -0.86
H  1.979  -2.464  -1.391  0.44
H  2.320  -2.653  0.304  0.38
H  4.368  -3.736  0.905  0.38
H  5.109  -4.729  -0.265  0.40
C  -3.460  2.242  -0.995  0.77
O  -3.994  1.247  -0.546  -0.65
N  -2.192  2.238  -1.508  -0.86
N  -4.055  3.478  -0.949  -0.86
H  -1.915  3.026  -2.065  0.40
H  -1.620  1.423  -1.389  0.42
H  -4.859  3.677  -0.384  0.41
H  -3.747  4.256  -1.508  0.39
C  -0.181  -1.510  -2.516  0.78
O  1.009  -1.239  -2.422  -0.70
N  -0.777  -1.884  -3.681  -0.84
N  -0.991  -1.477  -1.416  -0.85
H  -1.724  -2.211  -3.686  0.39
H  -0.184  -1.891  -4.490  0.41
H  -1.985  -1.610  -1.404  0.40
H  -0.538  -1.105  -0.598  0.42
C  0.162  0.411  1.436  0.78
O  0.818  -0.630  1.472  -0.73
N  -0.965  0.517  2.190  -0.84
N  0.488  1.475  0.636  -0.87
H  -1.532  1.333  2.057  0.38
H  -1.138  -0.281  2.797  0.45
H  -0.239  2.144  0.457  0.40
H  1.289  1.357  0.042  0.41
C  0.473  4.677  -1.901  0.77
O  -0.124  5.436  -2.637  -0.66
N  1.702  4.161  -2.250  -0.85
N  0.082  4.380  -0.619  -0.86
H  2.069  4.439  -3.140  0.41
H  2.255  3.568  -1.659  0.39
H  -0.783  4.799  -0.336  0.42
H  0.722  3.798  -0.117  0.39
C  -0.577  -2.367  4.221  0.79
O  -1.436  -1.677  3.683  -0.69
N  0.655  -2.542  3.666  -0.85
N  -0.804  -3.060  5.381  -0.84
H  0.918  -1.973  2.873  0.45
H  1.333  -3.114  4.135  0.38
H  -1.741  -3.297  5.641  0.41
H  -0.006  -3.521  5.778  0.38



Which structure loses on stability? <1> does.



<1>
The following is a DFT calculation (wB97M-V/def2-TZVPD) of the molecule C2H8N4.

* net charge: 0
* HOMO (alpha / beta): -7.2413 / -7.2432 eV

Each line ends with the natural charge from an NBO analysis.
Atoms and positions in Å:
C  1.014  0.905  0.078  -0.23
C  0.877  -0.501  -0.496  -0.30
N  -0.010  1.131  1.116  -0.42
N  -1.175  0.578  0.757  -0.39
N  -0.322  -1.066  -0.013  -0.19
N  -1.177  -1.253  -1.017  -0.67
H  2.009  0.999  0.639  0.20
H  0.841  1.698  -0.703  0.21
H  0.759  -0.364  -1.552  0.20
H  1.830  -0.999  -0.198  0.21
H  0.297  0.989  2.089  0.35
H  -1.559  0.136  1.587  0.34
H  -1.494  -0.299  -1.424  0.34
H  -1.889  -1.953  -0.862  0.37



<2>
The following is a DFT calculation (wB97M-V/def2-TZVPD) of a structure of composition C2H8N4.

* net charge: 0
* HOMO: -8.2183 eV

Each line ends with the natural charge from an NBO analysis.
Atoms and positions in Å:
C  2.123  0.169  -0.083  -0.43
C  -0.227  -0.075  -0.134  0.55
H  1.995  0.843  -0.855  0.21
H  2.986  -0.465  -0.020  0.21
H  2.203  0.496  1.043  0.21
H  1.081  -1.746  -0.219  0.40
H  0.001  1.813  0.107  0.33
H  -1.283  -1.657  -0.375  0.35
H  -2.864  0.037  1.192  0.32
H  -2.352  1.095  -0.431  0.45
N  0.975  -0.688  0.088  -0.62
N  -0.708  1.104  -0.125  -0.83
N  -1.328  -0.812  -0.168  -0.44
N  -2.600  -0.115  -0.019  -0.71



Which structure loses on stability? <2> does.



<1>
The following is a DFT calculation (wB97M-V/def2-TZVPD) of a cluster of 3 separate species, C3H11NO4 in total.

* structure (SMILES): C[C@@H](N)C(=O)O.O.O
* net charge: 0
* HOMO: -9.9548 eV

Each line ends with the natural charge from an NBO analysis.
Atoms and positions in Å:
O  -1.036  -2.198  0.384  -0.58
C  -0.733  -1.131  -0.067  0.82
O  -0.493  -0.921  -1.381  -0.75
C  -0.542  0.150  0.721  -0.16
C  0.857  0.744  0.458  -0.62
N  -1.676  1.022  0.387  -0.81
H  -0.433  -1.613  -2.049  0.52
H  -0.652  -0.161  1.754  0.22
H  1.485  0.009  -0.036  0.23
H  0.742  1.643  -0.144  0.20
H  1.337  1.031  1.384  0.23
H  -1.575  1.878  0.926  0.36
H  -1.579  1.349  -0.572  0.35
H  0.757  -2.009  1.939  0.48
H  2.080  -2.026  2.738  0.48
O  1.546  -1.486  2.146  -0.96
H  0.566  1.765  -2.797  0.47
H  -0.519  0.688  -2.560  0.48
O  -0.133  1.267  -3.229  -0.95



<2>
The following is a DFT calculation (wB97M-V/def2-TZVPD) of a cluster of 3 separate species, C3H11NO4 in total.

* structure (SMILES): O=CCNCO.O.O
* net charge: 0
* HOMO: -9.7898 eV

Each line ends with the natural charge from an NBO analysis.
Atoms and positions in Å:
O  0.374  -0.783  -2.668  -0.54
C  -0.500  -0.471  -1.881  0.42
C  -0.406  -0.972  -0.463  -0.34
N  -0.609  0.052  0.549  -0.63
C  -0.458  -0.456  1.894  0.08
O  0.744  -1.177  2.095  -0.74
H  -1.200  0.255  -2.302  0.15
H  0.514  -1.537  -0.313  0.20
H  -1.173  -1.741  -0.339  0.22
H  0.161  0.707  0.442  0.35
H  -0.615  0.290  2.674  0.16
H  -1.263  -1.179  2.051  0.16
H  1.481  -0.599  1.852  0.48
H  2.476  0.943  -0.387  0.48
H  2.318  -0.547  -0.568  0.49
O  2.502  0.123  0.104  -0.96
H  -2.083  2.229  -1.239  0.46
H  -1.093  2.519  -0.278  0.47
O  -1.169  2.342  -1.225  -0.93



Which structure loses on stability? <2> does.



<1>
The following is a DFT calculation (wB97M-V/def2-TZVPD) of a cluster of 2 separate species, C3H11NO4 in total.

* structure (SMILES): OC(O)N(O)O.CC
* net charge: 0
* HOMO: -9.9276 eV

Each line ends with the natural charge from an NBO analysis.
Atoms and positions in Å:
C  -0.267  0.112  -1.404  0.47
N  -1.456  -0.392  -2.124  0.05
O  -2.589  0.300  -1.650  -0.57
O  -1.579  -1.764  -1.723  -0.62
O  0.858  -0.464  -1.978  -0.70
O  -0.363  -0.067  -0.056  -0.72
H  -2.004  -2.194  -2.476  0.48
H  -3.121  0.494  -2.436  0.47
H  -0.523  -1.041  0.280  0.50
H  0.793  -1.425  -1.890  0.48
H  -0.210  1.187  -1.600  0.17
C  2.013  0.673  1.837  -0.61
C  0.638  0.638  2.461  -0.58
H  2.388  1.698  1.815  0.20
H  1.971  0.315  0.811  0.22
H  2.713  0.062  2.404  0.20
H  -0.011  1.385  2.014  0.21
H  0.655  0.892  3.518  0.20
H  0.094  -0.410  2.196  0.18



<2>
The following is a DFT calculation (wB97M-V/def2-TZVPD) of a cluster of 3 separate species, C3H11NO4 in total.

* structure (SMILES): CNCC(=O)O.O.O
* net charge: 0
* HOMO: -9.6394 eV

Each line ends with the natural charge from an NBO analysis.
Atoms and positions in Å:
C  1.860  0.549  0.847  -0.45
N  0.852  0.129  -0.138  -0.63
C  0.122  1.327  -0.654  -0.35
C  -1.385  1.145  -0.418  0.79
O  -1.867  1.625  0.762  -0.68
O  -2.205  0.744  -1.229  -0.62
H  2.819  0.866  0.318  0.19
H  2.098  -0.271  1.537  0.20
H  1.392  1.148  1.618  0.21
H  1.289  -0.363  -0.884  0.38
H  0.219  1.108  -1.742  0.23
H  0.672  2.251  -0.273  0.23
H  -2.814  1.310  0.801  0.50
H  -0.341  -2.261  -1.693  0.46
H  -1.046  -1.052  -2.183  0.48
O  -0.335  -1.670  -2.396  -0.95
H  -0.873  -2.072  1.254  0.47
H  0.127  -1.983  2.397  0.47
O  -0.584  -2.530  2.077  -0.94



Which structure loses on stability? <1> does.